ORCA calculation (wB97M-V/def2-TZVPD) on a molecular structure, C27H28N2O4P2RuS at a distorted geometry.

Summary:
Gap between HOMO and LUMO (alpha / beta) ... 5.62 / 3.91 eV
Spin multiplicity ... 6
Highest occupied orbital energy (alpha / beta) ... -8.8 / -10.5 eV
Charge ... +1
<S²> ... 8.81
LUMO energy (alpha / beta) ... -3.218 / -6.618 eV

The geometry in XYZ format:
```
65
Properties=species:S:1:pos:R:3:forces:R:3:mulliken_spin:R:1
C -1.2406 3.4611 -3.1164 0.076 -0.760 0.148 0.01
C -1.0592 2.1041 -2.9005 0.240 0.816 -0.124 0.00
C 0.2112 1.5139 -3.2392 0.451 0.074 -0.212 -0.01
C 1.2836 2.3469 -3.7456 -0.179 -0.511 0.139 -0.02
C 1.0366 3.7405 -3.9547 -0.573 0.302 0.144 0.00
C -0.1997 4.2759 -3.6548 0.636 -0.135 -0.182 0.00
C 2.5235 1.7279 -3.9870 -0.204 -0.172 0.147 0.00
C 2.7028 0.3592 -3.7153 -0.567 0.033 0.123 0.01
C 1.5537 -0.3784 -3.2301 0.208 0.431 -0.220 0.01
C 1.6798 -1.7761 -2.9026 0.918 -0.033 -0.121 -0.03
C 2.9119 -2.3889 -3.0687 -0.734 0.294 0.126 0.01
C 4.0408 -1.6693 -3.5633 0.112 0.665 -0.199 0.00
C 3.9461 -0.3290 -3.8798 0.107 -0.660 0.160 0.01
H -2.1998 3.9248 -2.8598 0.359 -0.176 -0.114 0.00
H 1.8436 4.3717 -4.3423 -0.344 -0.245 0.144 0.00
H -0.3882 5.3429 -3.8132 0.093 -0.462 0.059 0.00
H 3.3616 2.3207 -4.3717 -0.310 -0.220 0.143 0.00
H 3.0260 -3.4486 -2.8136 -0.045 0.394 -0.116 0.00
H 4.9945 -2.1939 -3.6826 -0.408 0.235 0.039 0.00
H 4.8173 0.2256 -4.2452 -0.349 -0.248 0.135 0.00
N 0.3557 0.1950 -3.0358 0.390 0.241 0.047 0.02
Ru 0.2248 0.0788 0.4838 -3.781 -0.390 0.512 2.71
C -2.0891 1.2290 -2.2473 0.088 -0.270 0.318 0.01
H -2.0597 0.2168 -2.6818 -0.099 0.372 0.094 0.00
H -3.1015 1.6563 -2.3559 0.389 -0.194 0.133 0.00
C 0.4795 -2.4639 -2.3289 -0.222 0.279 0.240 0.04
H -0.4336 -2.1080 -2.8332 0.320 -0.205 0.151 0.01
H 0.5568 -3.5609 -2.4288 -0.048 0.433 0.178 0.00
P -1.7789 1.0166 -0.3976 -2.034 1.482 -1.374 -0.13
P 0.2268 -2.0836 -0.4909 -0.097 -3.285 -1.387 0.11
C 1.5349 -3.1945 0.2177 0.002 0.443 0.199 0.00
H 1.4302 -3.2157 1.3152 0.047 -0.051 -0.369 0.00
H 1.4707 -4.2234 -0.1804 -0.077 0.527 0.133 0.00
H 2.5231 -2.7671 -0.0200 -0.307 -0.206 0.064 0.00
C -1.2870 -3.1367 -0.2173 -0.054 0.399 0.246 0.03
H -1.1320 -4.1781 -0.5521 0.088 0.528 0.080 0.00
H -1.5426 -3.1367 0.8560 0.102 0.023 -0.438 0.00
H -2.1342 -2.7029 -0.7750 0.319 -0.198 0.195 0.00
C -2.0980 2.7422 0.1856 0.410 -0.166 0.199 -0.01
H -3.0443 3.1474 -0.2167 0.419 -0.301 0.149 0.00
H -2.1283 2.7351 1.2870 -0.022 0.084 -0.355 0.01
H -1.2531 3.3763 -0.1272 -0.351 -0.167 0.117 0.00
C -3.3734 0.1871 0.0840 0.410 -0.301 0.266 0.01
H -3.3973 0.0588 1.1796 0.019 0.023 -0.444 0.00
H -4.2513 0.7799 -0.2291 0.551 -0.140 0.034 0.00
H -3.4235 -0.8102 -0.3827 -0.020 0.372 0.193 0.00
C 1.9055 -0.1076 1.2702 7.593 0.490 2.244 -0.01
O 2.9822 -0.1346 1.7263 -4.254 -0.241 -1.692 0.07
H 1.0071 0.7345 -0.6894 0.916 0.739 -0.636 -0.07
O 0.5256 2.8595 4.5052 0.040 -4.086 2.629 0.06
S 0.8488 1.3840 4.7851 3.589 3.394 -6.776 0.04
O 2.3583 1.1428 4.6271 -4.243 -0.049 2.292 0.07
N 0.3867 0.7758 3.2048 0.895 1.092 0.384 0.46
C -0.4377 -0.2183 3.1973 -2.430 -2.172 1.432 0.15
O -0.8247 -0.8044 1.9864 0.921 1.061 2.616 0.18
C -0.8951 -0.5601 4.5610 -0.269 -1.034 -5.530 0.25
C -1.8368 -1.5048 4.9578 -1.449 -1.178 2.976 0.00
C -2.1108 -1.6494 6.3329 -0.631 -1.066 -3.914 0.26
C -1.4397 -0.8603 7.2890 1.422 1.602 1.150 0.37
C -0.5030 0.0922 6.8787 -0.045 -0.042 -0.221 -0.03
C -0.2580 0.2279 5.5164 2.099 2.687 3.887 0.37
H -2.3520 -2.1059 4.2233 0.002 -0.027 -0.006 0.02
H -2.8423 -2.3720 6.6628 -0.022 -0.034 -0.070 0.02
H -1.6488 -0.9806 8.3446 0.019 -0.001 -0.082 0.01
H 0.0165 0.7127 7.6019 -0.083 -0.089 -0.084 0.01
```
Forces are in eV/Å.

=====

ORCA calculation (wB97M-V/def2-TZVPD) on a gas-phase ion, C27H28NOS (charge +1) at a distorted geometry.

Summary:
Gap between HOMO and LUMO ... 6.43 eV
Highest occupied orbital energy ... -10.2 eV
Charge ... +1
LUMO energy ... -3.812 eV

The geometry in XYZ format:
```
58
Properties=species:S:1:pos:R:3:forces:R:3:mulliken_charge:R:1
C -2.5189 1.2951 -2.1330 0.073 0.127 -0.364 -1.89
C -2.6076 0.5113 -0.8836 0.867 -0.481 1.470 0.02
N -3.8218 0.0715 -0.4420 0.048 -0.194 -0.016 0.16
C -5.0747 0.2549 -1.1469 -0.062 0.013 -0.136 -0.93
C -3.6817 -0.5156 0.8101 0.531 0.964 -0.287 0.26
C -2.3027 -0.4463 1.1762 -0.928 -0.064 -0.253 0.73
C -1.9907 -0.7973 2.4986 -0.233 -0.337 0.296 -0.26
C -3.0250 -1.1787 3.3691 0.611 -0.063 -0.040 -0.81
C -4.3730 -1.2168 2.9780 -0.026 0.160 -0.724 -0.74
C -4.7113 -0.8510 1.6712 -0.198 -0.693 0.707 -0.86
C -1.6150 0.1787 0.0592 -0.765 -0.163 -0.555 0.37
C -0.1860 0.6897 -0.0092 -1.886 1.515 0.514 1.52
C 0.3350 1.1252 1.3925 0.583 0.163 -0.065 -0.66
C -0.5017 1.9341 2.1695 -0.167 0.213 0.068 -0.27
C -0.0424 2.5338 3.3468 0.058 -0.248 -0.355 -0.74
C 1.3002 2.4086 3.7243 -0.265 -0.068 -0.156 -0.60
C 2.1376 1.5948 2.9685 -0.308 -0.505 -0.175 -0.91
C 1.6362 0.8870 1.8616 -0.282 0.306 0.034 0.09
H -1.5953 1.8794 -2.1747 -0.167 -0.095 -0.031 0.36
H -2.5463 0.6196 -2.9981 -0.071 0.299 -0.079 0.24
H -3.3559 1.9986 -2.2160 0.190 -0.174 -0.065 0.54
H -5.8806 -0.1008 -0.5086 0.026 0.099 -0.176 0.33
H -5.2529 1.3138 -1.3809 0.025 -0.302 0.128 0.32
H -5.0919 -0.3223 -2.0798 -0.017 0.115 0.168 0.28
H -0.9538 -0.7485 2.8366 -0.413 -0.096 0.080 0.49
H -2.7769 -1.4663 4.3941 -0.006 0.152 -0.353 0.39
H -5.1525 -1.5257 3.6808 0.360 0.178 -0.250 0.40
H -5.7438 -0.8526 1.3166 0.298 -0.019 0.331 0.18
H -0.3551 1.6350 -0.5491 0.657 0.121 0.220 0.20
H -1.5439 2.0812 1.8539 0.526 0.008 0.172 0.36
H -0.7457 3.1015 3.9551 0.251 -0.045 -0.164 0.42
H 1.6681 2.9202 4.6141 -0.058 -0.139 -0.285 0.40
H 3.1832 1.4607 3.2356 -0.212 -0.013 0.091 0.47
H 2.2791 0.1490 1.3806 -0.122 0.372 0.158 0.50
C 1.9556 -0.3291 -3.8179 0.171 -0.067 0.028 -0.99
S 0.4436 0.0230 -2.8669 -0.100 -0.083 1.484 0.38
C -0.4357 -1.5254 -3.0699 -0.368 -0.073 -0.538 -0.87
C 0.7742 -0.0781 -0.8166 1.643 -1.072 -1.814 0.01
C 2.1740 0.5307 -0.9373 1.361 0.935 0.206 -0.20
C 3.3958 -0.3403 -0.6917 0.189 0.270 -0.278 0.34
C 3.4834 -1.6866 -1.0767 -0.117 0.279 0.430 -0.23
C 4.6244 -2.4305 -0.7719 0.092 0.033 0.021 -0.84
C 5.6677 -1.8520 -0.0402 -0.136 0.335 -0.210 -0.46
C 5.6125 -0.4896 0.2950 -0.250 -0.063 -0.359 -0.68
C 4.5101 0.2777 -0.0896 -0.170 -0.404 0.163 -0.47
O 2.2989 1.7156 -1.2344 -0.507 -1.606 0.297 -0.60
H 1.7032 -0.0796 -4.8567 -0.066 -0.026 0.292 0.43
H 2.7714 0.3204 -3.4925 -0.206 -0.035 0.036 0.35
H 2.2428 -1.3847 -3.7555 -0.098 0.337 0.137 0.37
H -1.2544 -1.2921 -3.7613 0.129 -0.410 0.171 0.43
H 0.2403 -2.2710 -3.5039 -0.297 0.130 0.185 0.46
H -0.8311 -1.8436 -2.1031 -0.019 0.073 -0.180 0.22
H 0.7281 -1.1623 -0.6361 0.298 0.338 -0.123 1.05
H 2.6504 -2.1467 -1.6067 0.171 -0.086 0.153 0.33
H 4.7017 -3.4664 -1.1085 -0.054 0.316 0.184 0.40
H 6.5488 -2.4410 0.2264 -0.365 0.169 -0.073 0.39
H 6.4365 -0.0150 0.8290 -0.215 -0.176 -0.179 0.41
H 4.4656 1.3454 0.1158 -0.004 -0.222 0.060 0.44
```
Forces are in eV/Å.

=====

ORCA calculation (wB97M-V/def2-TZVPD) on a molecular structure, C27H29AuBrClN4O3 at a distorted geometry.

Summary:
Gap between HOMO and LUMO (alpha / beta) ... 7.13 / 5.53 eV
Spin multiplicity ... 3
Highest occupied orbital energy (alpha / beta) ... -7.2 / -8.6 eV
<S²> ... 2.09
LUMO energy (alpha / beta) ... -0.078 / -3.053 eV

The geometry in XYZ format:
```
66
Properties=species:S:1:pos:R:3:forces:R:3:mulliken_spin:R:1
Au 2.0252 -0.3838 -2.0123 -0.225 -0.086 -0.256 0.01
O 6.0468 -4.4951 -1.5674 -0.832 -1.091 -0.416 0.29
C 6.0328 -3.2764 -1.4540 1.232 1.648 1.080 0.06
C 7.3030 -2.5611 -1.3127 -0.852 0.382 -0.363 0.14
C 7.4105 -1.2238 -1.1258 -0.407 0.404 0.305 -0.06
C 6.1948 -0.4416 -0.8599 3.146 -0.787 -0.686 0.30
C 5.0307 -1.1207 -0.9163 -2.793 1.418 -0.625 -0.08
C 4.8718 -2.4165 -1.3223 -0.986 -1.255 -0.112 0.22
C 3.5500 -2.9909 -1.6177 -0.737 2.217 0.281 0.01
N 2.4609 -2.3158 -2.0111 -0.043 -2.029 0.512 0.05
C 1.4364 -3.2981 -2.1483 1.568 2.480 -0.773 0.02
C 1.9885 -4.4870 -1.9475 -0.039 -3.196 0.863 0.03
N 3.2577 -4.2812 -1.4934 1.662 0.140 -0.715 0.02
H 8.1544 -3.1686 -1.4519 0.921 -0.526 -0.120 0.00
H 8.4409 -0.8666 -1.1955 -0.567 0.600 0.333 0.00
H 6.1487 0.6336 -0.7590 0.417 -0.058 0.230 0.01
H 4.1473 -0.4421 -0.8652 0.387 -0.991 0.304 0.01
H 0.5250 -2.9393 -2.5361 -1.008 -0.204 -0.084 -0.02
H 1.6541 -5.5391 -1.9889 -0.203 1.097 -0.071 0.00
H 4.1214 -4.8233 -1.4884 -0.425 -1.058 0.154 0.00
Br -2.5450 5.0087 -2.6625 -0.656 0.357 -0.772 0.00
C -1.4843 4.4569 -1.2548 0.970 -0.777 0.338 0.00
C -1.5071 5.1428 -0.0538 -0.036 1.045 -1.247 0.00
C -0.6373 4.7887 0.9313 0.508 -0.944 1.998 0.00
C 0.1851 3.6763 0.7784 0.799 -0.541 1.107 0.00
C 0.1910 2.9751 -0.4168 0.242 0.080 -0.197 0.00
C -0.6201 3.3774 -1.4495 -0.833 0.811 -0.556 0.00
C 1.0671 1.7954 -0.6382 1.317 -1.260 0.925 0.01
O 1.5585 1.2131 0.3739 -0.896 0.910 -2.489 0.00
O 1.2341 1.4435 -1.9167 -0.201 0.925 2.243 0.00
H -2.0429 6.0804 -0.0220 -0.444 -0.168 0.332 0.00
H -0.6963 5.2441 1.9340 0.180 0.076 -0.767 0.00
H 0.8482 3.2881 1.5988 -0.801 0.617 -0.888 0.00
H -0.5405 2.9073 -2.4201 -0.139 -0.121 0.102 0.00
C -4.4714 2.9358 0.1383 0.142 -0.304 0.456 0.00
C -3.9887 1.8600 1.1844 -0.584 1.585 1.231 -0.01
C -3.9619 0.5136 0.5701 3.667 -0.703 0.863 0.02
C -4.8194 1.8884 2.4870 0.609 0.460 1.506 0.00
N -2.6552 2.3060 1.6804 -0.054 -0.980 1.176 0.00
N -1.8333 1.2766 2.2786 -2.632 -1.505 -2.750 0.00
H -5.4895 2.6529 -0.2457 0.934 0.346 0.384 0.00
H -3.7646 3.0019 -0.7362 -0.681 -0.134 0.845 0.00
H -4.5119 3.9256 0.6530 -0.060 -0.630 -0.540 0.00
H -4.9056 0.1949 0.2988 -1.915 -0.995 -0.454 0.00
H -3.3736 -0.1979 1.2645 -1.452 0.834 -0.929 0.00
H -3.3122 0.5849 -0.3135 -0.292 -0.177 -0.174 0.00
H -5.8659 1.5956 2.4940 -0.057 -0.417 -0.527 0.00
H -4.8153 2.8974 2.9712 0.138 -0.486 -0.751 0.00
H -4.2559 1.2738 3.2471 -0.686 0.244 -0.833 0.00
H -2.1576 2.6163 0.9125 1.156 1.076 -1.947 0.00
H -1.3057 1.6114 2.9881 1.763 1.590 2.528 0.00
H -1.2361 0.7886 1.6129 -0.192 0.234 0.037 0.00
Cl -3.6703 -2.5120 -0.8242 -0.456 -0.091 -0.652 0.02
C -2.3807 -2.6120 0.2885 0.355 -0.573 0.893 0.18
C -2.4982 -3.5544 1.3068 2.509 0.944 0.941 -0.10
C -1.4724 -3.5703 2.3046 0.619 0.499 0.789 0.27
C -0.4001 -2.5723 2.3064 -2.430 -2.204 -1.190 -0.11
C -0.2894 -1.7527 1.2304 -0.671 0.245 -0.588 0.15
C -1.2671 -1.7423 0.1696 0.070 -0.462 0.707 -0.04
C -1.1059 -0.9179 -0.9203 -1.310 -1.073 -0.236 0.36
H -3.3143 -4.2242 1.2573 -0.632 -0.647 0.330 0.00
H -1.3691 -4.2802 3.1967 -0.862 0.803 -1.650 0.01
H 0.2986 -2.6761 3.0899 0.813 0.349 0.628 0.00
H 0.5156 -1.0675 1.0843 0.614 0.430 0.185 0.03
H -0.3935 -0.1794 -0.9043 1.528 1.453 -0.090 0.26
H -1.7406 -1.0247 -1.7798 -0.178 0.175 -0.158 -0.05
```
Forces are in eV/Å.

=====

ORCA calculation (wB97M-V/def2-TZVPD) on a molecular structure, C27H29AuN4OP.

Summary:
Gap between HOMO and LUMO ... 9.41 eV
Highest occupied orbital energy ... -11.4 eV
Charge ... +1
LUMO energy ... -2.017 eV

The geometry in XYZ format:
```
63
Properties=species:S:1:pos:R:3:forces:R:3:mulliken_charge:R:1
Au -1.0412 0.6694 -2.9926 -0.016 0.035 -0.340 0.53
O 1.0151 0.6403 -2.8424 -0.076 -0.004 0.179 -0.94
P 1.6943 -0.0442 -1.6565 -0.048 0.007 -0.102 1.18
C 1.4068 0.8529 -0.1281 0.181 0.118 -0.014 0.55
C 1.0319 2.1910 -0.2220 -0.026 -0.041 0.049 -0.32
C 1.0424 2.9931 0.9103 -0.012 -0.017 0.014 -0.74
C 1.4338 2.4637 2.1318 0.128 0.025 -0.089 -0.59
C 1.7988 1.1265 2.2310 0.013 -0.015 -0.048 -0.52
C 1.7892 0.3208 1.1033 -0.026 0.038 0.021 -0.16
C 3.4625 -0.0034 -1.9348 -0.006 0.086 0.021 0.27
C 4.3240 -0.8634 -1.2551 -0.023 -0.002 -0.017 -0.16
C 5.6941 -0.7225 -1.4021 -0.004 0.002 0.004 -0.78
C 6.2044 0.2782 -2.2190 -0.006 -0.006 -0.008 -0.41
C 5.3486 1.1362 -2.8949 -0.012 0.001 0.003 -0.66
C 3.9755 1.0004 -2.7537 0.018 -0.042 -0.030 -0.41
C 1.2007 -1.7433 -1.4338 0.029 -0.117 -0.003 0.00
C 1.7432 -2.7108 -2.2836 -0.070 -0.001 0.052 -0.56
C 1.3189 -4.0254 -2.1882 -0.001 0.007 -0.004 -0.82
C 0.3567 -4.3762 -1.2491 -0.007 -0.011 -0.011 -0.53
C -0.1883 -3.4166 -0.4078 0.012 0.007 -0.015 -0.62
C 0.2297 -2.0979 -0.4991 0.017 -0.015 0.004 0.61
H 0.7456 2.6006 -1.1828 0.018 0.007 0.001 0.46
H 0.7610 4.0355 0.8361 0.003 -0.001 -0.007 0.45
H 1.4673 3.0972 3.0090 -0.014 0.003 0.004 0.39
H 2.1057 0.7163 3.1842 0.007 -0.006 0.008 0.48
H 2.0921 -0.7167 1.1813 0.028 0.008 -0.001 0.41
H 3.9268 -1.6492 -0.6234 0.010 0.007 0.011 0.35
H 6.3647 -1.3920 -0.8803 -0.005 -0.005 -0.006 0.41
H 7.2751 0.3855 -2.3324 -0.004 0.004 0.004 0.40
H 5.7504 1.9138 -3.5305 -0.004 -0.011 -0.011 0.42
H 3.2991 1.6580 -3.2842 0.007 0.008 0.009 0.41
H 2.4940 -2.4331 -3.0133 0.002 -0.010 -0.005 0.49
H 1.7375 -4.7771 -2.8438 0.000 0.002 0.002 0.42
H 0.0280 -5.4047 -1.1754 0.009 0.000 0.001 0.42
H -0.9412 -3.6970 0.3171 -0.002 0.002 0.001 0.45
H -0.2025 -1.3410 0.1427 0.022 -0.061 -0.061 -0.30
N -5.1494 1.1760 -2.8555 -0.076 -0.032 -0.017 -0.06
C -5.1479 -0.0615 -3.4580 -0.009 0.073 0.027 -0.33
C -3.8465 -0.3501 -3.7006 0.094 0.070 -0.058 -0.35
N -3.0672 0.6994 -3.2557 0.125 -0.126 0.129 -0.18
C -3.8817 1.5982 -2.7465 0.003 -0.010 -0.086 -0.13
H -5.9625 1.6860 -2.5540 0.026 0.003 -0.009 0.19
H -6.0500 -0.6096 -3.6577 -0.006 0.014 -0.004 0.39
H -3.4171 -1.2146 -4.1730 0.014 -0.010 0.039 0.38
H -3.5902 2.5381 -2.3133 -0.001 -0.026 0.051 0.41
N -2.0696 0.3584 -0.2809 -0.170 0.028 0.111 -0.30
C -1.9897 0.3727 0.8756 0.123 0.053 0.219 0.14
N -1.8817 0.3788 2.1870 -0.029 0.038 -0.018 0.21
C -1.6299 1.6208 2.9288 -0.094 -0.102 0.082 -0.38
C -2.6180 1.7507 4.0794 0.045 -0.040 -0.012 -0.86
C -2.5850 0.4942 4.9485 -0.028 0.014 -0.059 -0.63
C -2.9025 -0.7397 4.1064 0.007 0.036 0.008 -0.88
C -1.9119 -0.8691 2.9595 -0.013 0.056 -0.045 -0.47
H -1.7003 2.4538 2.2319 0.016 -0.002 -0.007 0.53
H -0.6057 1.5928 3.3188 -0.149 -0.016 -0.032 -0.04
H -3.6240 1.8970 3.6775 -0.008 0.021 0.017 0.37
H -2.3611 2.6348 4.6653 -0.022 0.006 0.004 0.34
H -3.2917 0.5804 5.7737 0.007 0.012 0.006 0.35
H -1.5866 0.3884 5.3872 -0.020 -0.014 0.040 0.28
H -3.9091 -0.6468 3.6894 -0.016 -0.039 0.027 0.33
H -2.8769 -1.6462 4.7128 0.016 -0.002 -0.004 0.36
H -2.1820 -1.6811 2.2864 0.005 -0.004 -0.022 0.39
H -0.9066 -1.0664 3.3490 0.018 -0.004 -0.006 0.28
```
Forces are in eV/Å.

=====

Calculated total energy (eV)
-71606.212; -42818.957; -126826.091; -49455.148